A 2-piece molecular cluster, C2H6OS2 overall. Source: the OMol25 dataset; level of theory: the ωB97M-V functional and the def2-TZVPD basis.

The geometry in XYZ format:
```
11
Properties=species:S:1:pos:R:3
S -3.604 0.397 1.212
S -2.336 1.605 0.113
H -3.163 0.772 2.422
H -2.883 2.778 0.366
C 4.095 -1.961 0.102
C 3.865 -1.166 -0.924
O 4.626 -1.145 -2.094
H 3.756 -1.552 1.048
H 4.704 -2.851 0.149
H 3.245 -0.279 -0.992
H 5.410 -1.660 -1.847
```

For the maximum force, the calculation gives 2.41 eV Å⁻¹. Its relative energy (zero: lowest compared OMol25 entry of this formula, charge and spin) is 0.897 eV. Its structure (SMILES) is C=CO.SS. Its frontier orbital gap is 9.57 eV.



One molecule with the formula C2H6OSi. Source: the OMol25 dataset; level of theory: the ωB97M-V functional and the def2-TZVPD basis.

The geometry in XYZ format:
```
10
Properties=species:S:1:pos:R:3
C -0.670 -0.657 -0.160
C -1.265 0.644 -0.096
O -1.641 -1.754 -0.010
Si 1.165 -0.916 0.094
H -0.475 1.570 -0.132
H -1.946 0.802 0.694
H -1.928 0.904 -0.959
H 1.583 -2.224 0.537
H 1.954 -0.352 -1.221
H 1.532 -0.088 1.102
```

For the maximum force, the calculation gives 9.93 eV Å⁻¹. Its relative energy (zero: lowest compared OMol25 entry of this formula, charge and spin) is 4.013 eV. Its structure (SMILES) is CC(=O)[SiH3]. Its frontier orbital gap is 9.22 eV.



A 2-piece molecular cluster, C2H6S overall. Source: the OMol25 dataset; level of theory: the ωB97M-V functional and the def2-TZVPD basis.

The geometry in XYZ format:
```
9
Properties=species:S:1:pos:R:3
S -1.807 0.201 0.022
H -2.747 0.394 0.957
H -1.545 1.510 0.035
C 1.477 -0.456 -0.435
C 2.484 -0.092 0.335
H 0.758 0.276 -0.774
H 1.327 -1.458 -0.815
H 2.494 0.907 0.756
H 3.246 -0.765 0.711
```

For the maximum force, the calculation gives 0.68 eV Å⁻¹. Its relative energy (zero: lowest compared OMol25 entry of this formula, charge and spin) is 1.063 eV. Its structure (SMILES) is C=C.S. Its frontier orbital gap is 10.57 eV.



One molecule with the formula C2H6S2. Source: the OMol25 dataset; level of theory: the ωB97M-V functional and the def2-TZVPD basis.

The geometry in XYZ format:
```
10
Properties=species:S:1:pos:R:3
C -0.431 1.064 1.912
S -0.855 -0.171 0.622
S 0.098 0.127 -1.111
C 1.523 -1.059 -1.062
H 0.379 0.631 2.503
H -0.008 2.003 1.619
H -1.402 1.177 2.407
H 1.083 -1.986 -1.406
H 2.296 -0.701 -1.707
H 1.974 -1.109 -0.071
```

For the maximum force, the calculation gives 1.15 eV Å⁻¹. Its relative energy (zero: lowest compared OMol25 entry of this formula, charge and spin) is 0.329 eV. Its structure (SMILES) is CSSC. Its frontier orbital gap is 9.70 eV.



A 2-piece molecular cluster, C2H6S2 overall. Source: the OMol25 dataset; level of theory: the ωB97M-V functional and the def2-TZVPD basis.

The geometry in XYZ format:
```
10
Properties=species:S:1:pos:R:3
S 1.700 -0.397 0.097
S 0.484 1.024 -0.864
H 2.062 -1.027 -1.030
H -0.857 0.842 -0.727
C -2.646 -0.017 0.843
C -1.858 -1.099 0.857
H -2.816 0.524 -0.084
H -3.044 0.519 1.703
H -1.175 -1.127 0.022
H -1.873 -1.915 1.563
```

For the maximum force, the calculation gives 1.25 eV Å⁻¹. Its relative energy (zero: lowest compared OMol25 entry of this formula, charge and spin) is 1.921 eV. Its structure (SMILES) is C=C.SS. Its frontier orbital gap is 9.55 eV.



A 2-piece molecular cluster, C2H6S2 overall. Source: the OMol25 dataset; level of theory: the ωB97M-V functional and the def2-TZVPD basis.

The geometry in XYZ format:
```
10
Properties=species:S:1:pos:R:3
S 2.194 -0.801 -0.250
S 3.040 -0.720 1.697
H 2.732 -2.061 -0.156
H 1.949 -0.067 2.309
C -1.822 0.311 -1.163
C -1.560 0.851 0.020
H -1.326 -0.598 -1.554
H -2.423 0.886 -1.993
H -0.880 0.380 0.691
H -1.904 1.819 0.399
```

For the maximum force, the calculation gives 2.63 eV Å⁻¹. Its relative energy (zero: lowest compared OMol25 entry of this formula, charge and spin) is 1.732 eV. Its structure (SMILES) is C=C.SS. Its frontier orbital gap is 8.98 eV.



An isolated ion of composition C2H6S2 and charge +1. Source: the OMol25 dataset; level of theory: the ωB97M-V functional and the def2-TZVPD basis.

The geometry in XYZ format:
```
10
Properties=species:S:1:pos:R:3
C 1.378 -0.340 -0.008
C 0.201 0.499 0.451
S -1.022 0.688 -0.865
S -3.210 0.049 -0.129
H 2.208 -0.224 0.691
H 1.844 0.017 -0.940
H 1.140 -1.386 -0.192
H 0.374 1.585 0.535
H -0.285 0.035 1.302
H -2.628 -0.923 -0.846
```

For the maximum force, the calculation gives 3.45 eV Å⁻¹. Its relative energy (zero: lowest compared OMol25 entry of this formula, charge and spin) is 1.976 eV. Its frontier orbital gap (spin up / spin down) is 8.39 / 6.75 eV. The expectation value of S² is 0.76. Its net charge is +1. The spin multiplicity is 2.



A 2-piece molecular cluster, C2H6Se overall. Source: the OMol25 dataset; level of theory: the ωB97M-V functional and the def2-TZVPD basis.

The geometry in XYZ format:
```
9
Properties=species:S:1:pos:R:3
C -0.768 0.256 -0.094
C 0.541 0.364 0.517
Se 1.946 -0.680 -0.418
H -0.885 -0.773 -0.422
H -1.529 0.718 0.464
H -0.837 0.799 -1.050
H 0.463 0.038 1.486
H 0.868 1.419 0.846
H 0.200 -2.142 -1.329
```

For the maximum force, the calculation gives 3.26 eV Å⁻¹. Its relative energy (zero: lowest compared OMol25 entry of this formula, charge and spin) is 3.248 eV. Its frontier orbital gap (spin up / spin down) is 6.94 / 6.94 eV.



Q: Among the records above, which one has the lowest relative energy (zero: lowest compared OMol25 entry of this formula, charge and spin)?
A: number 4



Q: What is the maximum force in the eighth record?
A: 3.26 eV Å⁻¹